(1)
DFT (ωB97M-V/def2-TZVPD) results for a 11-piece molecular cluster, C36H99N5O11 overall at a distorted geometry.

Computed properties:
relative energy (zero: lowest compared OMol25 entry of this formula, charge and spin): 0.000 eV
SMILES: COC[C@H](C)N.COC[C@H](C)N.COC[C@H](C)N.COC[C@H](C)N.COC[C@H](C)N.CC(C)O.CC(C)O.CC(C)O.CC(C)O.CC(C)O.CO
total charge: 0
HOMO: -8.9719 eV
E: -2532.30207 a.u.
2S+1: 1
LUMO energy: 0.01743 Ha

CARTESIAN COORDINATES (ANGSTROEM)
C1 10.694 -6.985 -27.482
O1 10.473 -6.210 -26.340
C2 11.314 -5.076 -26.301
C3 11.072 -4.353 -24.975
C4 9.622 -3.879 -24.908
N1 11.962 -3.213 -24.647
H1 9.954 -7.780 -27.619
H2 11.657 -7.507 -27.475
H3 10.567 -6.440 -28.426
H4 12.363 -5.390 -26.370
H5 11.066 -4.404 -27.132
H6 11.213 -5.041 -24.136
H7 8.967 -4.745 -25.021
H8 9.356 -3.147 -25.677
H9 9.341 -3.401 -23.967
H10 11.840 -2.446 -25.304
H11 12.898 -3.571 -24.861
C5 9.534 -0.571 -18.466
O2 9.793 -0.616 -17.089
C6 8.810 -1.327 -16.375
C7 9.133 -1.288 -14.890
C8 10.379 -2.164 -14.674
N2 8.000 -1.809 -14.113
H12 8.727 0.095 -18.785
H13 9.314 -1.600 -18.788
H14 10.430 -0.313 -19.033
H15 7.805 -0.925 -16.556
H16 8.770 -2.380 -16.691
H17 9.335 -0.268 -14.559
H18 10.657 -2.181 -13.617
H19 11.250 -1.787 -15.212
H20 10.144 -3.187 -14.978
H21 8.333 -1.913 -13.160
H22 7.829 -2.754 -14.459
C9 10.760 -4.596 -17.696
O3 10.281 -5.582 -18.574
C10 11.345 -6.374 -19.067
C11 10.786 -7.193 -20.231
C12 11.742 -8.256 -20.725
N3 10.416 -6.346 -21.370
H23 11.418 -3.888 -18.220
H24 11.333 -5.002 -16.853
H25 9.947 -3.988 -17.301
H26 12.238 -5.798 -19.330
H27 11.672 -7.099 -18.306
H28 9.879 -7.690 -19.871
H29 11.360 -8.811 -21.579
H30 11.949 -9.001 -19.949
H31 12.730 -7.864 -20.979
H32 9.853 -5.563 -21.036
H33 11.266 -5.816 -21.604
C13 7.845 -5.757 -15.789
O4 7.205 -4.510 -15.691
C14 5.803 -4.687 -15.548
C15 5.134 -3.342 -15.325
C16 3.644 -3.353 -15.038
N4 5.365 -2.460 -16.480
H34 8.921 -5.707 -15.629
H35 7.653 -6.191 -16.779
H36 7.464 -6.485 -15.063
H37 5.429 -5.055 -16.515
H38 5.511 -5.368 -14.744
H39 5.649 -2.849 -14.486
H40 3.375 -4.060 -14.245
H41 3.037 -3.704 -15.874
H42 3.344 -2.348 -14.747
H43 5.292 -1.513 -16.118
H44 6.336 -2.542 -16.766
C17 5.877 -8.042 -25.466
O5 7.030 -8.823 -25.324
C18 8.072 -8.114 -24.694
C19 9.296 -9.000 -24.436
C20 9.081 -9.987 -23.316
N5 10.454 -8.128 -24.162
H45 5.374 -7.898 -24.502
H46 5.151 -8.536 -26.113
H47 6.077 -7.064 -25.918
H48 8.392 -7.282 -25.331
H49 7.755 -7.652 -23.746
H50 9.471 -9.498 -25.395
H51 9.951 -10.629 -23.194
H52 8.149 -10.549 -23.397
H53 8.912 -9.450 -22.373
H54 10.473 -7.438 -24.919
H55 10.357 -7.624 -23.280
C21 14.177 -6.909 -23.645
C22 13.749 -7.859 -24.764
C23 14.913 -8.230 -25.670
O6 13.234 -9.085 -24.272
H56 14.864 -7.364 -22.925
H57 13.334 -6.589 -23.031
H58 14.682 -6.074 -24.137
H59 12.985 -7.314 -25.333
H60 14.508 -8.863 -26.461
H61 15.672 -8.773 -25.112
H62 15.336 -7.350 -26.159
H63 12.378 -8.857 -23.856
C24 13.378 -11.816 -19.709
C25 12.001 -12.454 -19.436
C26 10.916 -11.894 -20.363
O7 12.182 -13.838 -19.745
H64 13.571 -10.827 -19.293
H65 13.494 -11.753 -20.801
H66 14.210 -12.475 -19.456
H67 11.791 -12.334 -18.373
H68 10.233 -11.186 -19.882
H69 10.242 -12.686 -20.686
H70 11.383 -11.374 -21.198
H71 12.704 -13.915 -20.548
C27 15.585 -1.397 -17.289
C28 14.290 -0.607 -17.465
C29 13.099 -1.553 -17.632
O8 14.038 0.282 -16.402
H72 16.438 -0.735 -17.451
H73 15.718 -2.210 -18.011
H74 15.707 -1.920 -16.338
H75 14.366 -0.026 -18.385
H76 13.314 -2.315 -18.382
H77 12.120 -1.086 -17.746
H78 12.943 -2.169 -16.734
H79 13.964 -0.196 -15.572
C30 7.379 -5.967 -21.284
C31 6.866 -4.965 -20.244
C32 7.754 -3.745 -20.255
O9 5.549 -4.544 -20.633
H80 7.649 -5.474 -22.219
H81 6.620 -6.701 -21.558
H82 8.275 -6.438 -20.870
H83 6.811 -5.385 -19.235
H84 7.630 -3.203 -21.194
H85 8.814 -4.009 -20.185
H86 7.571 -3.089 -19.402
H87 4.953 -5.272 -20.434
C33 14.509 -3.162 -22.100
C34 13.251 -3.337 -21.256
C35 12.585 -1.978 -20.990
O10 12.329 -4.207 -21.898
H88 14.998 -4.121 -22.271
H89 15.272 -2.602 -21.551
H90 14.251 -2.596 -22.994
H91 13.493 -3.758 -20.277
H92 13.336 -1.287 -20.606
H93 11.762 -2.075 -20.281
H94 12.131 -1.570 -21.897
H95 12.188 -3.873 -22.808
C36 10.510 -8.409 -15.515
O11 9.725 -9.557 -15.217
H96 11.004 -8.070 -14.603
H97 11.263 -8.638 -16.278
H98 9.878 -7.653 -15.973
H99 10.274 -10.181 -14.737

(2)
DFT (ωB97M-V/def2-TZVPD) results for a 9-piece molecular cluster, C36H99N9O9 overall at a distorted geometry.

Computed properties:
relative energy (zero: lowest compared OMol25 entry of this formula, charge and spin): 3.556 eV
SMILES: COC[C@H](C)N.COC[C@H](C)N.COC[C@H](C)N.COC[C@H](C)N.COC[C@H](C)N.COC[C@H](C)N.COC[C@H](C)N.COC[C@H](C)N.COC[C@H](C)N
total charge: 0
HOMO: -8.9507 eV
E: -2600.70376 a.u.
2S+1: 1
LUMO energy: 0.01846 Ha

CARTESIAN COORDINATES (ANGSTROEM)
C1 1.198 -11.301 -0.882
O1 1.542 -10.159 -1.660
C2 0.516 -9.224 -1.839
C3 0.255 -8.400 -0.566
C4 -0.830 -7.335 -0.695
N1 1.487 -7.718 -0.106
H1 2.112 -11.722 -0.468
H2 0.739 -11.990 -1.598
H3 0.522 -11.116 -0.046
H4 0.823 -8.614 -2.692
H5 -0.438 -9.672 -2.158
H6 -0.041 -9.002 0.294
H7 -1.031 -6.837 0.249
H8 -1.776 -7.776 -1.030
H9 -0.640 -6.570 -1.454
H10 2.227 -8.421 -0.202
H11 1.910 -7.034 -0.742
C5 2.810 -7.818 5.197
O2 2.126 -6.631 4.950
C6 1.540 -6.577 3.659
C7 1.427 -5.190 3.064
C8 0.505 -4.167 3.753
N2 0.925 -5.309 1.672
H12 3.347 -7.774 6.141
H13 3.562 -8.056 4.427
H14 2.148 -8.696 5.159
H15 2.076 -7.180 2.915
H16 0.557 -7.055 3.799
H17 2.448 -4.813 2.949
H18 0.423 -4.264 4.832
H19 -0.431 -3.992 3.231
H20 1.098 -3.271 3.532
H21 1.176 -6.223 1.262
H22 -0.088 -5.388 1.712
C9 -2.994 -0.538 -3.605
O3 -3.320 0.815 -3.463
C10 -4.300 1.138 -2.512
C11 -4.129 2.619 -2.236
C12 -4.786 3.121 -0.958
N3 -4.663 3.375 -3.371
H23 -2.249 -0.698 -4.382
H24 -3.834 -1.235 -3.608
H25 -2.399 -0.818 -2.718
H26 -5.307 0.778 -2.754
H27 -4.118 0.593 -1.565
H28 -3.060 2.816 -2.076
H29 -4.413 4.115 -0.695
H30 -4.667 2.391 -0.155
H31 -5.865 3.311 -0.987
H32 -4.816 4.323 -3.044
H33 -4.019 3.381 -4.152
C13 -1.141 5.329 -2.418
O4 -0.952 6.693 -2.124
C14 0.134 7.314 -2.826
C15 -0.091 8.792 -2.807
C16 -1.479 9.255 -3.299
N4 0.888 9.520 -3.620
H34 -0.927 4.796 -1.482
H35 -0.477 4.888 -3.166
H36 -2.167 5.100 -2.716
H37 1.114 7.001 -2.444
H38 0.148 6.905 -3.846
H39 -0.034 9.129 -1.767
H40 -2.174 8.843 -2.570
H41 -1.611 8.862 -4.308
H42 -1.554 10.337 -3.281
H43 1.877 9.303 -3.582
H44 0.666 9.455 -4.608
C17 2.364 5.508 3.410
O5 0.981 5.561 3.333
C18 0.565 6.459 2.333
C19 -0.935 6.595 2.264
C20 -1.670 5.280 2.025
N5 -1.319 7.597 1.225
H45 2.731 4.730 4.083
H46 2.834 6.429 3.771
H47 2.900 5.239 2.489
H48 0.992 7.462 2.471
H49 0.973 6.127 1.365
H50 -1.337 6.984 3.204
H51 -1.360 4.764 1.115
H52 -2.747 5.469 1.956
H53 -1.616 4.649 2.917
H54 -0.723 7.627 0.399
H55 -2.127 7.132 0.821
C21 3.980 6.352 -0.413
O6 3.460 5.901 -1.652
C22 3.442 4.477 -1.682
C23 2.987 4.088 -3.088
C24 2.533 2.654 -3.289
N6 4.138 4.271 -3.995
H56 5.022 6.089 -0.218
H57 3.356 5.948 0.396
H58 3.796 7.427 -0.377
H59 4.438 4.059 -1.521
H60 2.750 4.084 -0.922
H61 2.190 4.739 -3.457
H62 3.251 2.034 -2.735
H63 2.438 2.351 -4.324
H64 1.610 2.491 -2.722
H65 4.875 3.577 -3.912
H66 4.646 5.118 -3.745
C25 0.161 1.960 0.093
O7 0.061 0.644 0.545
C26 -0.662 -0.198 -0.408
C27 -0.185 -1.596 -0.064
C28 -0.838 -2.663 -0.940
N7 -0.533 -1.904 1.354
H67 -0.661 2.407 -0.484
H68 1.099 2.150 -0.444
H69 0.184 2.675 0.929
H70 -1.683 0.093 -0.130
H71 -0.483 0.064 -1.454
H72 0.907 -1.494 -0.032
H73 -0.286 -3.606 -0.855
H74 -0.872 -2.446 -2.008
H75 -1.822 -2.906 -0.539
H76 -0.330 -1.033 1.820
H77 0.099 -2.676 1.538
C29 -0.091 -5.177 -4.454
O8 0.712 -4.864 -3.333
C30 1.987 -5.489 -3.309
C31 2.564 -5.223 -1.933
C32 2.881 -3.740 -1.651
N8 3.680 -6.148 -1.760
H78 -1.051 -4.687 -4.344
H79 -0.184 -6.272 -4.482
H80 0.430 -4.925 -5.386
H81 1.823 -6.567 -3.414
H82 2.610 -5.046 -4.094
H83 1.801 -5.469 -1.194
H84 3.747 -3.589 -1.004
H85 2.024 -3.292 -1.153
H86 3.140 -3.273 -2.606
H87 4.198 -6.214 -2.627
H88 4.287 -5.920 -0.987
C33 -2.123 0.502 2.913
O9 -2.503 0.062 4.212
C34 -2.473 1.090 5.193
C35 -2.463 0.468 6.586
C36 -3.793 -0.238 6.888
N9 -2.363 1.541 7.601
H89 -2.311 1.543 2.634
H90 -2.619 -0.269 2.324
H91 -1.037 0.405 2.819
H92 -1.667 1.821 5.042
H93 -3.368 1.716 5.052
H94 -1.602 -0.188 6.701
H95 -3.849 -1.217 6.409
H96 -4.608 0.344 6.457
H97 -3.872 -0.385 7.963
H98 -3.263 1.992 7.721
H99 -1.723 2.251 7.256

(3)
DFT (ωB97M-V/def2-TZVPD) results for a 11-piece molecular cluster, C37H102N6O15 overall at a distorted geometry.

Computed properties:
relative energy (zero: lowest compared OMol25 entry of this formula, charge and spin): 3.188 eV
SMILES: COC[C@H](C)N.COC[C@H](C)N.COCCNCCOC.COCCNCCOC.COCCNCCOC.COCCNCCOC.CO.CO.CO.CO.CO
total charge: 0
HOMO: -8.3722 eV
E: -2927.53230 a.u.
2S+1: 1
LUMO energy: 0.01342 Ha

CARTESIAN COORDINATES (ANGSTROEM)
C1 0.836 -1.254 7.659
O1 0.855 -2.392 8.516
C2 1.580 -3.523 8.058
C3 1.716 -4.623 9.145
C4 2.770 -5.544 8.933
N1 0.463 -5.406 9.301
H1 1.891 -1.104 7.430
H2 0.602 -0.313 8.157
H3 0.196 -1.382 6.786
H4 0.979 -3.937 7.249
H5 2.579 -3.251 7.717
H6 2.024 -4.202 10.103
H7 2.672 -5.832 7.886
H8 2.927 -6.353 9.646
H9 3.731 -5.035 9.010
H10 -0.246 -4.759 8.987
H11 0.542 -6.064 8.540
C5 2.559 -3.273 -2.857
O2 3.035 -2.514 -1.764
C6 3.242 -3.226 -0.544
C7 4.094 -2.186 0.283
C8 4.632 -2.673 1.565
N2 3.397 -0.889 0.397
H12 3.120 -2.912 -3.719
H13 1.492 -3.062 -2.924
H14 2.765 -4.337 -2.743
H15 2.310 -3.351 0.008
H16 3.786 -4.162 -0.665
H17 4.924 -1.813 -0.317
H18 3.839 -3.017 2.230
H19 5.316 -2.040 2.130
H20 5.262 -3.440 1.113
H21 3.988 -0.098 0.609
H22 2.947 -0.601 -0.461
C9 -3.349 -7.177 -3.293
O3 -4.369 -6.502 -2.533
C10 -3.940 -5.670 -1.538
C11 -3.164 -4.434 -2.027
N3 -3.561 -4.020 -3.326
C12 -2.711 -3.010 -3.876
C13 -2.782 -2.629 -5.377
O4 -2.215 -3.647 -6.082
C14 -2.236 -3.485 -7.558
H23 -3.996 -7.597 -4.063
H24 -2.927 -8.018 -2.743
H25 -2.578 -6.516 -3.688
H26 -3.414 -6.237 -0.770
H27 -4.795 -5.296 -0.975
H28 -2.136 -4.777 -1.916
H29 -3.352 -3.604 -1.346
H30 -3.745 -4.847 -3.876
H31 -1.674 -3.145 -3.569
H32 -3.034 -2.159 -3.276
H33 -2.257 -1.675 -5.418
H34 -3.804 -2.488 -5.728
H35 -1.364 -2.948 -7.930
H36 -3.156 -3.079 -7.980
H37 -1.999 -4.428 -8.051
C15 -5.588 9.749 3.384
O5 -4.141 9.669 3.386
C16 -3.440 10.184 2.207
C17 -1.937 9.751 2.316
N4 -1.577 8.329 2.237
C18 -2.084 7.538 1.118
C19 -1.647 6.036 1.389
O6 -1.801 5.750 2.721
C20 -1.630 4.441 3.224
H38 -6.110 8.968 2.832
H39 -6.018 10.655 2.956
H40 -5.891 9.656 4.427
H41 -3.444 11.274 2.224
H42 -3.970 9.844 1.317
H43 -1.442 10.207 3.174
H44 -1.416 10.196 1.468
H45 -2.111 7.957 3.009
H46 -1.827 7.820 0.097
H47 -3.158 7.707 1.037
H48 -0.609 6.025 1.058
H49 -2.247 5.306 0.845
H50 -1.762 4.521 4.303
H51 -0.718 3.953 2.878
H52 -2.491 3.943 2.779
C21 1.923 -1.477 -6.505
O7 0.762 -1.242 -5.711
C22 0.404 0.165 -5.587
C23 -0.582 0.712 -6.732
N5 0.199 1.134 -7.890
C24 -0.823 1.489 -8.923
C25 -0.137 1.943 -10.219
O8 0.186 0.776 -10.969
C26 -0.117 0.730 -12.395
H53 2.089 -2.542 -6.345
H54 2.807 -0.936 -6.168
H55 1.702 -1.389 -7.569
H56 1.205 0.858 -5.328
H57 -0.193 0.129 -4.675
H58 -1.054 1.609 -6.332
H59 -1.304 -0.050 -7.027
H60 0.776 0.334 -8.108
H61 -1.366 2.376 -8.596
H62 -1.586 0.716 -9.013
H63 0.717 2.573 -9.969
H64 -0.790 2.630 -10.759
H65 -1.137 1.008 -12.658
H66 0.056 -0.301 -12.703
H67 0.447 1.397 -13.047
C27 -0.194 -0.894 -1.711
O9 -0.442 -1.540 -0.499
C28 -0.178 -0.782 0.710
C29 -0.347 -1.592 1.903
N6 0.923 -1.960 2.652
C30 1.068 -1.124 3.850
C31 1.205 0.395 3.512
O10 1.693 1.057 4.703
C32 1.831 2.431 4.498
H68 -0.995 -0.177 -1.889
H69 -0.243 -1.708 -2.435
H70 0.779 -0.444 -1.907
H71 -0.981 -0.050 0.790
H72 0.738 -0.194 0.753
H73 -0.939 -2.453 1.591
H74 -0.993 -1.085 2.621
H75 1.724 -1.814 2.055
H76 1.965 -1.413 4.397
H77 0.176 -1.184 4.473
H78 0.235 0.868 3.364
H79 1.854 0.656 2.675
H80 2.135 2.993 5.382
H81 0.864 2.850 4.221
H82 2.675 2.739 3.881
C33 3.031 6.299 2.426
O11 4.269 6.669 1.797
H83 2.925 5.217 2.502
H84 2.963 6.726 3.426
H85 2.176 6.534 1.792
H86 4.214 7.627 1.775
C34 4.999 -0.553 5.230
O12 6.277 -0.060 4.975
H87 4.395 0.091 5.870
H88 4.405 -0.718 4.331
H89 5.040 -1.451 5.846
H90 6.574 0.746 5.403
C35 0.586 2.803 -1.343
O13 0.292 2.309 -2.674
H91 -0.324 2.900 -0.750
H92 1.143 2.027 -0.819
H93 1.053 3.788 -1.338
H94 0.026 3.070 -3.196
C36 0.502 -5.488 2.581
O14 0.838 -4.901 3.824
H95 -0.421 -4.995 2.275
H96 1.281 -5.564 1.823
H97 0.293 -6.539 2.778
H98 0.757 -3.950 3.716
C37 -3.876 -0.824 0.704
O15 -3.711 0.091 1.840
H99 -3.693 -0.286 -0.226
H100 -3.197 -1.677 0.720
H101 -4.874 -1.254 0.781
H102 -3.889 -0.379 2.658